{
  "formula": "C48H122N8O17",
  "method": "ωB97M-V/def2-TZVPD",
  "species": ["C", "O", "C", "C", "N", "C", "C", "O", "C", "H", "H", "H", "H", "H", "H", "H", "H", "H", "H", "H", "H", "H", "H", "H", "C", "O", "C", "C", "N", "C", "C", "O", "C", "H", "H", "H", "H", "H", "H", "H", "H", "H", "H", "H", "H", "H", "H", "H", "C", "O", "C", "C", "N", "C", "C", "O", "C", "H", "H", "H", "H", "H", "H", "H", "H", "H", "H", "H", "H", "H", "H", "H", "C", "O", "C", "C", "N", "C", "C", "O", "C", "H", "H", "H", "H", "H", "H", "H", "H", "H", "H", "H", "H", "H", "H", "H", "C", "O", "C", "C", "N", "C", "C", "O", "C", "H", "H", "H", "H", "H", "H", "H", "H", "H", "H", "H", "H", "H", "H", "H", "C", "O", "C", "C", "N", "C", "C", "O", "C", "H", "H", "H", "H", "H", "H", "H", "H", "H", "H", "H", "H", "H", "H", "H", "C", "O", "C", "C", "N", "C", "C", "O", "C", "H", "H", "H", "H", "H", "H", "H", "H", "H", "H", "H", "H", "H", "H", "H", "C", "O", "C", "C", "N", "C", "C", "O", "C", "H", "H", "H", "H", "H", "H", "H", "H", "H", "H", "H", "H", "H", "H", "H", "O", "H", "H"],
  "coordinates": [[4.0084, 9.8624, 6.8495], [5.2803, 10.3958, 7.2350], [5.5042, 10.3644, 8.6172], [6.8571, 11.0941, 8.9806], [6.7652, 12.5794, 8.7380], [8.1280, 13.1032, 9.0289], [8.1202, 14.6303, 9.0290], [9.3979, 15.1354, 9.1232], [9.4948, 16.4654, 9.6036], [3.8730, 8.8166, 7.1251], [3.9866, 9.8904, 5.7601], [3.2027, 10.4820, 7.2432], [5.6996, 9.3079, 8.8006], [4.7032, 10.8930, 9.1340], [7.6632, 10.7070, 8.3574], [7.1934, 10.9421, 10.0062], [6.6246, 12.6811, 7.7431], [8.8295, 12.7567, 8.2700], [8.5780, 12.8738, 9.9948], [7.4397, 15.0428, 9.7738], [7.7414, 15.0137, 8.0816], [8.9591, 17.0921, 8.8905], [10.5224, 16.7955, 9.7557], [8.9678, 16.5368, 10.5551], [2.1840, 12.7270, 5.4264], [1.8949, 14.0439, 5.8915], [1.4093, 14.0708, 7.2124], [1.1439, 15.4675, 7.7456], [2.5105, 16.1073, 7.9340], [3.2249, 15.6831, 9.0890], [4.5468, 16.4905, 9.2525], [5.2248, 16.0662, 10.4106], [5.1165, 16.9559, 11.4702], [3.0371, 12.4298, 6.0364], [2.5321, 12.6881, 4.3942], [1.3495, 12.0361, 5.5461], [2.2106, 13.6837, 7.8419], [0.5464, 13.4058, 7.1761], [0.5481, 15.4341, 8.6578], [0.5833, 15.9170, 6.9260], [2.9562, 15.5296, 7.2355], [3.4854, 14.6249, 9.0688], [2.5608, 15.8771, 9.9313], [4.3073, 17.5433, 9.1032], [5.2439, 16.2642, 8.4457], [5.5320, 17.9565, 11.3507], [5.6018, 16.4307, 12.2928], [4.0692, 17.1281, 11.7184], [5.5144, 14.4526, 6.2958], [6.2410, 13.2932, 6.1321], [6.6934, 13.0609, 4.8013], [7.8492, 12.0204, 4.7353], [7.5101, 10.6479, 4.9619], [8.6266, 9.7911, 5.4575], [9.7873, 9.6918, 4.3936], [10.7069, 8.7662, 4.8776], [11.9541, 8.7252, 4.2303], [5.0287, 14.5379, 7.2679], [4.6367, 14.4336, 5.6498], [5.9984, 15.4007, 6.0613], [7.1523, 13.9964, 4.4815], [5.8582, 12.7647, 4.1666], [8.6414, 12.4103, 5.3744], [8.2535, 11.8868, 3.7319], [6.6910, 10.6116, 5.5517], [8.2808, 8.7871, 5.7037], [9.1516, 10.2590, 6.2903], [10.2256, 10.6822, 4.2702], [9.4303, 9.4049, 3.4045], [12.3099, 9.7410, 4.0579], [11.7939, 8.2941, 3.2421], [12.7156, 8.1139, 4.7146], [4.2853, 3.8418, 2.2776], [2.8464, 4.0442, 2.3198], [2.2866, 3.1786, 1.3688], [0.7790, 3.5234, 1.3598], [-0.0218, 2.4931, 0.6457], [-1.4465, 2.7323, 0.6529], [-1.8465, 3.8664, -0.2730], [-3.2133, 4.2075, -0.1898], [-3.6023, 5.1883, -1.1411], [4.7210, 4.0228, 1.2950], [4.6763, 2.8472, 2.4919], [4.6911, 4.4971, 3.0484], [2.3550, 2.1365, 1.6812], [2.7024, 3.3033, 0.3689], [0.7997, 4.4002, 0.7126], [0.4259, 3.8437, 2.3400], [0.2388, 1.6081, 1.0566], [-1.8620, 2.7899, 1.6590], [-1.8920, 1.8685, 0.1594], [-1.6609, 3.5232, -1.2907], [-1.3660, 4.7779, 0.0825], [-4.6146, 5.4861, -0.8678], [-3.6025, 4.8616, -2.1810], [-2.8993, 6.0202, -1.0995], [0.2738, 12.4976, 1.9516], [0.9330, 11.4097, 2.5300], [1.5969, 10.5633, 1.5944], [2.5427, 9.5356, 2.3516], [1.6628, 8.5423, 2.9917], [2.4667, 7.3286, 3.3037], [1.8861, 6.6567, 4.4839], [2.1641, 7.3700, 5.6945], [2.0373, 6.6725, 6.8585], [-0.7229, 12.5368, 2.3913], [0.0857, 12.3736, 0.8852], [0.8785, 13.3818, 2.1531], [2.2181, 11.1087, 0.8839], [0.8732, 10.0121, 0.9939], [3.0928, 10.0680, 3.1275], [3.1814, 9.1439, 1.5600], [1.4945, 8.8642, 3.9341], [3.5419, 7.4510, 3.4344], [2.3743, 6.6702, 2.4400], [2.3259, 5.6668, 4.6057], [0.8055, 6.5401, 4.4014], [2.0834, 7.3704, 7.6945], [2.7446, 5.8613, 7.0310], [1.1547, 6.0639, 7.0556], [8.0435, 4.9360, 0.1233], [7.8192, 5.1859, 1.4909], [8.5777, 6.2658, 2.0768], [8.1342, 6.3132, 3.5687], [6.7281, 6.6168, 3.5835], [6.1598, 6.7039, 4.9184], [5.9360, 5.3670, 5.6829], [6.9903, 4.4259, 5.8470], [7.9752, 4.6858, 6.8018], [7.7839, 5.6864, -0.6234], [7.5919, 3.9590, -0.0488], [9.1044, 4.8159, -0.0962], [8.3967, 7.2189, 1.5800], [9.6417, 6.1019, 1.9061], [8.6859, 7.1502, 3.9967], [8.3921, 5.4464, 4.1772], [6.2705, 5.8189, 3.1664], [5.1542, 7.1242, 4.8996], [6.6916, 7.4513, 5.5072], [5.1548, 4.8714, 5.1065], [5.4570, 5.6006, 6.6338], [8.4815, 5.6273, 6.5890], [8.7035, 3.8755, 6.7689], [7.4754, 4.7944, 7.7644], [6.0944, 8.0744, -0.2363], [5.3650, 7.9990, -1.4357], [3.9289, 8.2467, -1.4022], [3.3450, 8.0126, -2.8617], [3.3565, 6.5820, -3.0977], [3.1906, 6.0935, -4.4843], [3.7555, 4.6920, -4.6095], [5.1652, 4.6715, -4.6451], [5.8089, 3.4837, -5.1583], [5.8135, 7.3093, 0.4874], [6.0762, 9.0471, 0.2553], [7.1282, 7.8663, -0.5121], [3.5971, 9.2704, -1.2289], [3.5323, 7.5856, -0.6316], [4.0428, 8.5209, -3.5271], [2.3533, 8.4522, -2.9680], [4.2756, 6.2381, -2.8591], [3.6992, 6.8100, -5.1293], [2.1870, 5.9843, -4.8955], [3.5066, 4.3467, -5.6130], [3.3669, 3.9281, -3.9361], [5.5067, 3.2616, -6.1818], [5.5600, 2.6004, -4.5702], [6.8738, 3.6782, -5.2864], [12.2679, 17.2496, -3.2017], [12.6369, 16.6885, -1.9286], [12.4196, 15.2670, -1.7124], [10.9578, 14.9919, -1.9627], [10.1063, 15.5418, -0.9677], [8.7400, 15.1745, -1.0563], [8.4067, 14.0449, -0.0405], [7.0083, 13.6052, -0.1339], [6.7279, 12.4620, 0.6843], [12.7923, 16.7042, -3.9864], [12.7405, 18.2247, -3.3204], [11.1990, 17.3192, -3.4037], [12.8009, 15.0640, -0.7116], [13.0007, 14.6532, -2.4008], [10.7544, 13.9267, -1.8531], [10.7032, 15.3803, -2.9488], [10.1059, 16.5218, -1.2120], [8.4308, 14.9182, -2.0696], [8.0526, 15.9991, -0.8674], [8.6482, 14.3526, 0.9769], [9.1023, 13.2064, -0.0741], [7.5510, 11.7651, 0.5265], [5.7611, 11.9900, 0.5097], [6.6805, 12.7856, 1.7241], [5.8960, 9.3316, 3.2327], [6.1449, 8.4105, 3.1562], [6.5456, 9.7072, 3.8270]],
  "forces_ev_per_angstrom": [[0.679, 0.327, -0.312], [-0.361, 0.360, -1.046], [2.211, 0.458, 0.241], [-1.246, 1.048, -1.100], [1.233, -1.462, 1.729], [-0.439, 1.298, -0.455], [-1.164, 0.247, -1.053], [2.389, 0.023, 0.886], [-1.062, -0.515, -0.164], [0.122, -0.051, 0.335], [-0.038, 0.089, -0.017], [-0.142, -0.084, 0.137], [-0.657, -0.194, 1.098], [-0.231, -0.515, 0.371], [0.102, -0.460, -0.279], [-0.538, -0.193, 0.143], [-0.046, 0.126, -0.089], [0.330, -0.046, -0.155], [-0.551, -0.759, 0.205], [0.003, -0.220, 0.467], [-0.586, -0.156, -0.465], [0.175, 0.548, -0.042], [-0.010, -0.362, -0.349], [-0.044, 0.122, 0.252], [0.822, 0.415, 0.933], [-0.158, 1.021, -1.430], [-0.046, -1.222, 0.273], [0.963, -0.353, -0.727], [-1.412, -0.545, -1.803], [0.439, 0.537, 1.414], [-0.630, -1.164, -1.052], [0.148, 0.735, -0.578], [-0.459, -0.299, 1.157], [0.072, -0.744, 0.077], [-0.378, 0.573, -0.043], [-0.142, 0.017, 0.062], [-0.161, -0.801, 0.352], [-0.325, -0.021, 0.793], [0.114, 0.075, 0.009], [0.052, 0.852, 0.324], [0.690, 0.959, -1.066], [0.054, -0.257, 0.320], [0.296, -0.097, 0.518], [0.144, 0.320, 0.827], [-0.199, -0.139, -0.341], [0.514, -0.033, -0.479], [-0.036, 0.396, 0.264], [-0.287, -0.090, 0.239], [-2.035, 0.847, -0.605], [0.991, -0.990, -0.098], [0.931, -0.384, 0.066], [-0.093, 0.491, -0.647], [-0.149, -1.353, 1.451], [0.577, 1.029, -1.407], [-1.100, 0.163, 0.278], [0.398, -0.673, 1.315], [-0.511, 0.375, -1.217], [0.771, -0.462, 0.393], [-0.215, -0.016, -0.523], [0.704, -0.073, 0.076], [-0.167, 0.119, -0.554], [-0.133, 0.094, -0.141], [0.246, -0.108, 0.372], [0.131, 1.564, -0.410], [0.078, -0.424, 0.761], [-0.054, 0.205, 0.051], [-0.276, -0.142, 0.597], [0.298, 0.210, 0.095], [-0.338, -0.206, -0.248], [0.343, 0.131, 0.188], [0.171, -0.141, -0.362], [-0.449, 0.136, 0.530], [-0.271, 0.653, 0.524], [2.284, -0.896, -0.470], [-2.321, -0.284, 0.676], [0.523, 0.242, -2.063], [1.421, 1.057, 0.672], [-0.704, -1.132, -0.555], [-0.219, 0.765, 0.630], [-0.932, -0.686, -0.071], [0.268, -0.150, 0.594], [-0.235, 0.696, -0.171], [-0.784, -0.499, 0.434], [0.089, 0.104, -0.325], [0.556, -0.330, 0.067], [0.163, 0.023, -0.031], [-0.593, 0.381, 0.208], [-0.061, -0.365, 0.284], [-0.490, -0.267, -0.058], [-0.223, 0.446, 0.139], [-0.162, -0.383, 0.390], [0.705, 0.484, -0.152], [0.904, 0.124, -0.770], [0.162, 0.162, -0.048], [0.028, -0.527, -0.080], [-0.112, 0.399, 0.130], [-0.390, -0.052, 0.062], [0.735, -1.146, -0.248], [1.098, -0.710, 0.896], [-2.639, 1.736, -0.638], [1.841, -0.846, 0.412], [-0.726, 0.008, -1.180], [0.012, -1.169, 1.301], [0.085, 0.975, -1.273], [-0.253, -1.070, 1.854], [0.048, 0.463, 0.265], [0.332, -0.003, -0.217], [-0.356, 0.373, -0.194], [0.116, 0.590, 0.046], [-0.202, -0.233, 0.079], [0.539, 0.092, -0.371], [0.150, -0.446, 0.400], [-0.496, 0.766, 0.007], [0.176, 0.629, 0.201], [-0.023, -0.320, 0.040], [0.020, -0.328, -0.208], [-0.188, -0.022, -0.177], [0.210, 0.042, -0.051], [1.112, 0.189, -0.323], [-1.096, 0.457, -0.725], [0.945, -0.700, 0.008], [0.140, 1.053, 0.006], [-0.576, -1.129, 0.435], [1.295, 0.913, -1.114], [-0.945, -0.423, 0.488], [0.175, -0.247, 1.156], [0.120, 0.304, -0.271], [-0.686, -0.177, -1.235], [-0.418, 0.768, 0.066], [-0.941, 0.280, 0.384], [-0.244, 0.266, -0.401], [0.496, -0.252, 0.338], [-0.598, 0.179, 0.038], [0.276, -0.394, 0.417], [0.014, 0.192, 0.213], [0.116, -0.364, -0.471], [-0.141, -0.016, -0.599], [-0.203, 0.060, -0.367], [0.404, -0.133, 0.061], [0.152, -0.480, -0.015], [0.117, 0.127, 0.420], [0.279, 0.177, -0.002], [-0.202, 0.012, 0.177], [0.338, -0.195, 0.452], [0.161, -0.084, 0.030], [-1.265, 0.638, -0.813], [0.250, -0.213, -1.277], [1.298, -0.967, 1.576], [-0.809, -0.942, -0.587], [0.547, 0.100, 0.874], [0.633, -0.681, -2.032], [1.616, -0.087, 0.485], [-0.966, 0.870, -0.240], [-0.314, -0.129, 0.162], [-0.258, 0.188, -0.016], [0.026, 0.079, -0.046], [0.779, 0.411, 0.712], [-0.512, -0.082, -0.178], [0.053, 0.401, -0.260], [-0.041, -0.123, 0.153], [0.205, 0.125, 0.398], [0.318, -0.275, -0.604], [-0.494, 0.438, 0.696], [-0.750, -0.118, -0.278], [-0.223, 0.332, 0.554], [-0.582, 0.119, -0.239], [0.329, 0.006, 0.296], [-0.034, 0.034, 0.775], [1.339, -0.668, 0.198], [-0.021, 0.218, -0.085], [-0.274, 1.289, -0.896], [0.256, -1.842, 0.612], [0.270, 2.474, 0.586], [-2.084, -1.415, 0.411], [-0.975, -0.298, 0.186], [0.925, 0.244, -0.331], [0.814, 0.869, 0.129], [-0.415, -0.539, -0.325], [-0.301, 0.235, 0.711], [-0.020, -0.047, 0.131], [-0.445, 0.096, 0.062], [0.263, 0.132, -0.342], [0.366, -0.383, -0.840], [-0.054, -0.533, -0.375], [0.237, 0.545, 0.821], [0.072, -0.695, -0.299], [0.297, 0.275, 0.523], [-0.451, 0.804, 0.254], [-0.033, -0.515, -0.971], [-0.179, -0.464, 0.281], [0.087, 0.281, -0.709], [0.304, -0.120, 0.318], [-1.107, 0.170, -0.786], [0.166, -0.789, -0.215], [0.660, 0.665, 0.380]],
  "lowdin_charge": [-0.078, -0.231, -0.198, -0.167, -0.023, -0.188, -0.259, -0.189, -0.091, 0.069, 0.086, 0.082, 0.119, 0.123, 0.093, 0.111, 0.043, 0.110, 0.120, 0.108, 0.112, 0.085, 0.087, 0.082, -0.086, -0.207, -0.250, -0.141, -0.048, -0.236, -0.207, -0.194, -0.129, 0.066, 0.085, 0.094, 0.106, 0.125, 0.117, 0.114, 0.062, 0.106, 0.122, 0.124, 0.096, 0.086, 0.093, 0.084, -0.126, -0.224, -0.150, -0.185, -0.082, -0.127, -0.237, -0.197, -0.098, 0.072, 0.085, 0.101, 0.124, 0.124, 0.120, 0.113, 0.088, 0.096, 0.107, 0.112, 0.118, 0.086, 0.081, 0.091, -0.071, -0.188, -0.243, -0.188, -0.066, -0.223, -0.232, -0.199, -0.110, 0.086, 0.092, 0.056, 0.118, 0.127, 0.108, 0.121, 0.100, 0.120, 0.118, 0.130, 0.117, 0.089, 0.081, 0.082, -0.120, -0.212, -0.207, -0.170, -0.023, -0.211, -0.205, -0.189, -0.167, 0.087, 0.083, 0.088, 0.106, 0.114, 0.104, 0.099, 0.090, 0.103, 0.111, 0.114, 0.134, 0.088, 0.077, 0.086, -0.116, -0.201, -0.165, -0.167, -0.056, -0.187, -0.182, -0.199, -0.111, 0.074, 0.091, 0.080, 0.108, 0.116, 0.099, 0.114, 0.086, 0.097, 0.101, 0.102, 0.114, 0.078, 0.095, 0.088, -0.120, -0.198, -0.169, -0.191, -0.069, -0.192, -0.241, -0.207, -0.088, 0.081, 0.076, 0.074, 0.103, 0.111, 0.111, 0.114, 0.093, 0.115, 0.113, 0.110, 0.126, 0.076, 0.084, 0.085, -0.109, -0.203, -0.175, -0.248, -0.071, -0.220, -0.182, -0.198, -0.096, 0.086, 0.085, 0.076, 0.126, 0.114, 0.126, 0.106, 0.108, 0.117, 0.122, 0.112, 0.103, 0.080, 0.082, 0.065, -0.078, -0.027, -0.041],
  "energy_ev": -98467.830,
  "relative_energy_ev": 2.963,
  "smiles": "COCCNCCOC.COCCNCCOC.COCCNCCOC.COCCNCCOC.COCCNCCOC.COCCNCCOC.COCCNCCOC.COCCNCCOC.O",
  "max_force_ev_per_a": 3.2,
  "homo_ha": -0.317
}